Entry 1:
Here is C18H16O6 in the gas phase from OMol25. Energies are from wB97M-V/def2-TZVPD.

Last column: Mulliken charge in e.
Atoms and positions in Å:
C 2.3267 4.0450 0.0562  -0.9551
H 2.9491 4.4063 0.8808  0.3688
O 1.3051 3.1911 0.5147  -0.4448
C 1.6418 2.0375 1.1407  1.1765
C 2.9514 1.6241 1.3759  -0.9705
C 3.2095 0.4312 2.0230  -0.8640
C 2.1684 -0.3839 2.4575  -0.2974
C 0.8568 0.0378 2.2232  -0.2735
C 0.5803 1.2268 1.5813  0.5169
C -0.8449 1.6303 1.3085  -1.1751
H -1.4861 1.3575 2.1532  0.4576
H -0.9086 2.6997 1.1014  0.4381
O -1.3301 0.9708 0.1350  -0.1943
C -2.1043 -0.1082 0.3110  0.7815
O -2.4414 -0.5251 1.3923  -0.6440
C -2.5146 -0.7165 -0.9771  -0.0626
C -3.3364 -1.8379 -0.9338  -0.5926
C -3.7693 -2.4702 -2.0926  -0.8968
C -3.3467 -1.9356 -3.2876  1.0312
C -2.5185 -0.8084 -3.3357  0.9254
C -2.0862 -0.1777 -2.1991  -1.1895
H -1.4496 0.6888 -2.2354  0.5032
O -2.2562 -0.4982 -4.6441  -0.4884
C -2.9416 -1.4590 -5.4168  -0.2339
O -3.6195 -2.3521 -4.5573  -0.4729
H -3.6699 -0.9561 -6.0728  0.2402
H -2.2222 -2.0189 -6.0354  0.2435
H -4.4055 -3.3384 -2.0646  0.4389
H -3.6341 -2.2118 0.0333  0.4925
H 0.0472 -0.5947 2.5583  0.6256
C 2.3724 -1.6740 3.1588  1.0586
O 1.4386 -2.3529 3.5234  -0.6015
C 3.8006 -2.1057 3.4009  -1.4157
H 4.3175 -1.3675 4.0099  0.3712
H 4.3266 -2.2116 2.4549  0.3734
H 3.7996 -3.0610 3.9196  0.3503
H 4.2376 0.1471 2.1830  0.3555
H 3.7827 2.2298 1.0512  0.3945
H 1.8164 4.8890 -0.4052  0.2572
H 2.9571 3.5529 -0.6905  0.3722

Cartesian forces, eV/Å:
C 0.194 0.182 -0.095
H -0.024 -0.037 -0.034
O -0.208 -0.268 0.110
C 0.042 -0.308 0.216
C 0.010 0.419 -0.234
C -0.251 -0.271 0.136
C -0.272 0.353 -0.201
C 0.205 0.042 0.030
C -0.157 0.202 -0.199
C 0.040 0.152 0.486
H 0.143 0.133 -0.173
H -0.069 -0.200 0.048
O 0.066 0.137 -0.360
C -0.231 -0.185 0.193
O 0.078 0.000 -0.013
C -0.118 -0.190 -0.106
C 0.176 0.244 0.176
C 0.007 -0.001 -0.413
C 0.366 0.504 0.181
C -0.345 -0.464 0.200
C -0.068 -0.101 -0.259
H 0.080 0.105 -0.016
O 0.153 0.221 0.353
C 0.022 -0.017 -1.254
O -0.159 -0.203 0.444
H 0.131 -0.092 0.227
H -0.135 0.104 0.221
H -0.085 -0.117 0.018
H -0.016 -0.023 0.075
H -0.096 -0.035 0.024
C 0.314 -0.165 0.093
O -0.012 0.012 -0.005
C -0.189 -0.241 0.128
H 0.110 0.081 0.010
H 0.110 0.037 -0.073
H -0.021 0.006 -0.004
H 0.101 -0.045 0.028
H 0.047 0.069 -0.034
H 0.085 -0.045 0.026
H -0.023 0.004 0.048

Kohn-Sham gap in eV: 8.90
Energy in a.u.: -1146.9507
E_HOMO in Ha: -0.306
Energy relative to the best compared isomer or geometry (same formula, charge and spin) in kJ/mol: 47.2
SMILES: COc1ccc(C(C)=O)cc1COC(=O)c1ccc2c(c1)OCO2
Multiplicity: 1

=====

Entry 2:
Here is a molecular structure, C18H17Br42FIN5O3P from OMol25. Energies are from wB97M-V/def2-TZVPD.

Last column: Mulliken charge in e.
Atoms and positions in Å:
N -3.6456 -0.2644 -4.4816  -0.3562
C -3.2015 0.4614 -5.2545  0.5567
O -2.3239 1.2093 -5.9554  -0.3264
N -1.0746 0.6888 -5.7142  0.8438
N -0.6657 -0.3327 -6.3641  -0.3934
N 0.5366 -0.6004 -5.9101  -0.3002
C 0.8168 0.2793 -4.9598  -0.0437
C 2.0470 0.3580 -4.1256  1.3730
C 2.3627 -0.9695 -3.4526  0.4428
O 3.1074 -1.0634 -2.5272  -0.5282
F 1.7589 -2.0356 -3.9552  -0.2089
N -0.2103 1.1538 -4.8300  0.0956
P -0.4979 2.6480 -3.7276  0.0153
O 0.9436 3.3129 -3.6083  -0.3495
I -1.0311 1.6962 -1.5585  0.5194
H 1.9407 1.0546 -3.3071  -0.9243
H 2.8927 0.6595 -4.7404  0.1901
H 1.4278 3.0473 -2.7935  0.0812
C -6.2317 2.9563 -5.9716  -0.3052
Br -7.0726 4.0151 -7.3286  -0.0234
Br -5.0571 1.6193 -6.7249  0.0331
Br -5.3077 4.0232 -4.6773  0.0225
H -7.0133 2.4236 -5.4471  0.3550
C 3.6538 -4.6952 -0.3267  -0.4357
Br 3.2164 -3.1037 -1.3510  0.1840
Br 2.3224 -5.1101 1.0080  0.0567
Br 3.9891 -6.2023 -1.4792  -0.0447
H 4.5744 -4.4891 0.1994  0.3452
C 2.3934 3.6004 0.6287  -0.3516
Br 2.2205 5.4052 -0.0011  -0.0194
Br 1.0376 3.1470 1.8994  0.1322
Br 2.4662 2.3394 -0.8411  0.1343
H 3.3457 3.5258 1.1355  0.3680
C -6.2615 2.5973 -1.0033  -0.4001
Br -5.1529 1.1170 -1.5456  -0.0010
Br -5.2363 4.2076 -0.7685  0.0594
Br -7.7250 2.8662 -2.2187  -0.0216
H -6.6855 2.3430 -0.0430  0.3855
C -1.4680 -0.6174 3.0765  -0.4020
Br -1.6168 0.3796 1.4240  -0.0158
Br -2.1286 0.4039 4.5608  0.0017
Br -2.3118 -2.3320 2.9375  -0.0155
H -0.4147 -0.7876 3.2442  0.3361
C -8.6844 2.7876 -10.6337  0.5071
Br -8.3404 0.8975 -10.5063  -0.0085
Br -7.8394 3.5604 -12.1785  -0.0001
Br -10.5669 3.1716 -10.5819  0.0030
H -8.2420 3.2509 -9.7651  -0.5026
C -0.7388 -7.1625 3.3268  -0.3649
Br 0.7169 -8.4138 3.3226  0.0636
Br -0.1109 -5.3460 3.4546  -0.0688
Br -1.8935 -7.4130 1.8109  0.0055
H -1.3276 -7.3582 4.2111  0.3768
C -5.3301 6.9436 2.5453  -0.3217
Br -5.1071 5.0962 3.0484  -0.0505
Br -5.2198 8.1092 4.0661  -0.0196
Br -4.0955 7.4662 1.1598  -0.0433
H -6.3246 7.0429 2.1365  0.3733
C 0.5996 6.5725 4.4562  -0.3119
Br 1.6122 5.2446 5.4110  0.0221
Br -1.1472 5.9242 3.9613  0.0417
Br 0.4950 8.2252 5.4296  -0.0330
H 1.1322 6.7768 3.5389  0.2808
C 5.9684 5.3346 6.3106  -0.3128
Br 5.6900 6.2960 4.6643  -0.0157
Br 5.4024 6.3548 7.8364  0.0006
Br 5.1362 3.6015 6.2661  0.0204
H 7.0319 5.1726 6.4086  0.3255
C -1.5285 -12.3389 3.1877  -0.2733
Br -1.7525 -10.9839 4.5345  -0.0542
Br -2.8322 -12.1667 1.7863  -0.0124
Br 0.2688 -12.3549 2.5001  -0.0271
H -1.6958 -13.2923 3.6661  0.3479
C 8.2725 0.7423 5.6039  -0.3555
Br 7.4775 0.6354 7.3499  -0.0119
Br 6.9447 0.6661 4.2088  0.0180
Br 9.3937 2.2962 5.4299  -0.0142
H 8.9051 -0.1245 5.4855  0.3437
C 2.1652 -10.7231 6.4920  0.0914
Br 2.1626 -9.1515 7.6044  -0.0116
Br 3.8827 -11.0162 5.6777  -0.0083
Br 1.5603 -12.2747 7.4565  -0.0069
H 1.4596 -10.5483 5.6911  -0.0764
C 6.3544 1.1635 -1.9782  -0.2885
Br 6.3976 2.2672 -0.4038  -0.0009
Br 5.1158 1.8569 -3.2929  0.0006
Br 8.0993 0.9170 -2.7279  0.0021
H 5.9871 0.1915 -1.6816  0.3058

Cartesian forces, eV/Å:
N -0.063 -0.140 0.013
C 0.587 -0.080 0.730
O 0.275 0.028 0.291
N -0.745 0.125 -0.707
N 0.385 -0.148 -0.011
N 0.075 -0.356 -0.335
C -0.344 0.947 0.260
C -0.480 -0.954 -0.245
C 0.989 -0.050 0.751
O -0.751 1.641 -1.503
F -0.090 0.258 -0.130
N 1.168 -1.055 0.688
P -1.658 1.819 0.068
O 0.007 -0.935 0.176
I 0.137 -0.202 -0.732
H -0.011 0.222 -0.039
H 0.167 -0.048 0.010
H 0.284 0.372 -0.004
C -0.086 0.066 0.226
Br 0.097 0.026 0.028
Br -0.678 0.293 -0.775
Br 0.178 0.094 -0.073
H 0.022 -0.068 0.005
C -0.203 -0.015 -0.041
Br 0.480 -1.776 1.207
Br 0.077 0.090 -0.146
Br -0.020 0.053 0.018
H 0.017 0.009 0.000
C -0.073 0.283 0.241
Br -0.030 -0.066 -0.055
Br -0.051 -0.002 -0.073
Br 0.408 -0.148 0.169
H 0.075 -0.083 -0.106
C 0.069 -0.012 -0.042
Br -0.026 0.036 -0.046
Br 0.056 0.018 -0.017
Br -0.163 -0.075 0.080
H -0.008 0.002 0.020
C -0.014 -0.102 0.169
Br -0.136 -0.060 0.160
Br 0.009 0.012 -0.062
Br -0.010 0.090 -0.032
H 0.035 0.031 -0.047
C -0.029 0.006 -0.043
Br 0.009 0.046 0.025
Br -0.012 -0.018 0.018
Br 0.026 -0.013 -0.005
H 0.010 -0.046 -0.004
C -0.021 -0.117 0.037
Br 0.141 0.074 -0.072
Br -0.063 -0.054 0.062
Br 0.036 0.017 0.004
H -0.009 0.016 0.023
C -0.036 0.020 0.039
Br 0.075 0.053 0.021
Br 0.043 -0.035 -0.030
Br 0.002 -0.072 0.027
H -0.014 -0.016 -0.029
C 0.012 0.007 -0.022
Br 0.015 0.001 0.003
Br -0.018 -0.007 0.002
Br -0.013 -0.041 -0.002
H 0.002 -0.002 -0.022
C -0.011 0.023 0.033
Br -0.007 -0.009 0.007
Br -0.023 -0.009 -0.051
Br -0.029 0.006 -0.024
H 0.020 -0.018 -0.020
C 0.032 0.001 -0.054
Br -0.068 -0.026 0.104
Br 0.042 0.026 0.016
Br -0.012 0.012 0.017
H 0.000 -0.013 0.022
C -0.022 0.033 0.049
Br 0.014 -0.021 -0.029
Br 0.012 -0.007 -0.006
Br -0.050 0.009 -0.011
H 0.018 -0.010 -0.016
C -0.064 -0.012 -0.022
Br -0.002 -0.037 -0.041
Br -0.024 0.014 0.005
Br 0.019 0.053 -0.041
H -0.032 -0.006 0.001
C 0.054 -0.118 0.110
Br -0.002 0.009 -0.036
Br 0.146 0.105 -0.120
Br -0.053 0.043 0.001
H -0.073 -0.009 -0.012

Kohn-Sham gap in eV: 6.50
Energy in a.u.: -110042.5247
E_HOMO in Ha: -0.412
Net charge: +1
Multiplicity: 1

=====

- Among the records above, which one has the lowest E_HOMO?
  C18H17Br42FIN5O3P